ORCA calculation (ωB97M-V with the def2-TZVPD basis set) on 6 unconnected molecules or ions with the total composition C3H18O6 at a distorted geometry.

Last column: Löwdin charge in e.
Positions of all 27 atoms, in Å:
C (1.51, 2.51, 1.43)  -0.04
C (0.96, 1.07, 1.20)  -0.44
C (-0.06, 0.58, 2.21)  -0.03
O (0.38, 1.04, -0.13)  -0.10
H (0.71, 3.18, 1.13)  0.09
H (2.34, 2.58, 0.72)  0.08
H (1.82, 2.68, 2.46)  0.08
H (1.79, 0.35, 1.13)  0.13
H (-1.07, 0.84, 1.88)  0.07
H (0.03, 1.14, 3.14)  0.08
H (-0.06, -0.49, 2.39)  0.08
H (0.92, 1.59, -0.71)  0.10
O (1.64, -2.77, -2.43)  -0.04
H (1.76, -3.71, -2.60)  0.07
H (2.41, -2.34, -2.81)  0.06
O (-2.69, -2.26, 1.67)  -0.07
H (-3.23, -1.48, 1.84)  0.03
H (-1.99, -1.96, 1.07)  0.00
O (-0.36, -0.70, -3.60)  -0.06
H (0.58, -0.78, -3.78)  0.01
H (-0.44, -0.81, -2.64)  0.00
O (-0.28, -1.74, -0.55)  -0.06
H (0.06, -0.83, -0.51)  0.00
H (0.29, -2.19, -1.20)  0.00
O (-2.67, 1.42, -0.24)  -0.06
H (-1.76, 1.37, 0.07)  -0.02
H (-2.61, 1.69, -1.16)  0.04

Output
ΔE to the lowest compared entry with this formula, charge and spin, kcal/mol: 12.3
Frontier orbital gap, eV: 10.62
E_LUMO, eV: -0.03

=====

ORCA calculation (ωB97M-V with the def2-TZVPD basis set) on 7 unconnected molecules or ions with the total composition C3H20N2O7 at a distorted geometry.

Last column: Löwdin charge in e.
Positions of all 32 atoms, in Å:
C (1.51, -2.10, -1.25)  -0.01
N (0.71, -1.04, -0.65)  0.14
C (-0.61, -1.41, -0.10)  -0.02
C (-1.56, -0.48, -0.81)  -0.46
N (-1.71, -0.46, -2.19)  0.19
O (-2.36, 0.24, -0.26)  0.08
H (0.97, -3.05, -1.43)  0.12
H (2.23, -2.42, -0.47)  0.14
H (1.90, -1.76, -2.20)  0.09
H (1.22, -0.37, -0.05)  0.15
H (-0.69, -1.23, 0.97)  0.12
H (-0.60, -2.53, -0.15)  0.16
H (-1.02, -0.71, -2.93)  0.09
H (-2.26, 0.35, -2.45)  0.13
H (-0.28, 3.16, -0.64)  0.03
H (-1.98, 3.44, -0.98)  0.04
O (-1.05, 3.32, -1.18)  -0.06
H (-2.12, 0.55, 3.05)  0.11
H (-2.23, 0.10, 1.67)  0.02
O (-1.75, -0.16, 2.47)  -0.08
H (-0.55, -0.67, 3.51)  -0.04
H (0.49, -0.07, 4.53)  0.00
O (0.04, -0.86, 4.26)  -0.08
H (1.05, 1.39, 2.74)  0.03
H (2.35, 0.77, 3.00)  0.04
O (1.64, 1.19, 3.48)  -0.04
H (1.35, -0.07, -4.59)  0.08
H (0.79, 0.39, -3.32)  0.05
O (0.89, -0.44, -3.82)  -0.06
H (3.09, 1.01, -1.63)  0.04
H (3.63, 1.57, -0.20)  0.06
O (3.01, 1.02, -0.68)  -0.04

Output
Spin multiplicity: 2
Frontier orbital gap (spin up / spin down), eV: 9.28 / 4.71
Net charge: +1
E_LUMO (spin up / spin down), eV: -3.44 / -8.01

=====

| no. | M (g mol⁻¹) |
| --- | --- |
| 1 | 150.17 |
| 2 | 196.20 |